i) 23
Properties=species:S:1:pos:R:3 method="wB97M-V/def2-TZVPD" smiles="CCC(N)=O.CCC" total_charge=0 e_homo_ha=-0.357 homo_lumo_gap_ev=10.505 mol_weight_g_mol=117.19 spin_multiplicity=1
C 0.0986 -0.6218 3.1357
C 0.2538 -0.4054 1.6391
C 0.9605 -1.5306 0.8345
N 2.2401 -1.2746 0.4352
O 0.3472 -2.5447 0.4417
H 0.9655 -0.2924 3.7700
H -0.0457 -1.7401 3.3798
H -0.7287 -0.0454 3.4901
H -0.6561 -0.3040 1.1165
H 0.7123 0.6210 1.3170
H 2.5778 -1.8241 -0.3428
H 2.6057 -0.3724 0.6065
C 0.2853 0.2169 -1.5893
C -1.1551 0.5964 -1.4707
C -1.6440 1.9939 -2.1166
H 1.0137 0.7161 -0.7760
H 0.3540 -0.8601 -1.4948
H 0.6150 0.4638 -2.6340
H -1.8149 0.4519 -0.5644
H -1.8779 -0.0985 -2.0257
H -2.5805 2.3769 -1.6759
H -1.7377 1.6669 -3.2497
H -0.7887 2.8103 -2.2260

---

ii) 23
Properties=species:S:1:pos:R:3 method="wB97M-V/def2-TZVPD" smiles=CC[C@@H](C)[C@@H](N)CO total_charge=0 e_homo_ha=-0.346 homo_lumo_gap_ev=10.412 mol_weight_g_mol=117.19 spin_multiplicity=1
C -0.8214 -2.2781 1.0705
C -0.5055 -1.3485 -0.0876
C -0.4399 0.1628 0.2638
C -0.4223 0.5263 1.7878
C 0.6961 1.0153 -0.4195
N 2.0349 0.4010 -0.4289
C 0.2853 1.1999 -1.8670
O -0.6408 2.2872 -2.0575
H 0.0778 -2.6698 1.5515
H -1.3454 -3.1511 0.6880
H -1.4848 -1.8611 1.8170
H 0.4533 -1.5539 -0.5824
H -1.1250 -1.5644 -0.9654
H -1.3846 0.6173 -0.0275
H 0.5143 0.1215 2.1760
H -0.3899 1.6095 1.9070
H -1.2318 0.1618 2.4120
H 0.7040 1.9504 0.1348
H 1.9038 -0.5958 -0.5385
H 2.4834 0.4338 0.4920
H -0.3029 0.3341 -2.1860
H 1.1252 1.2704 -2.5592
H -0.1837 2.9317 -2.5807

---

Name the most stable of them. ii).

---

i) 23
Properties=species:S:1:pos:R:3 method="wB97M-V/def2-TZVPD" smiles=CC(C)(C)[C@H](O)CN total_charge=0 e_homo_ha=-0.321 homo_lumo_gap_ev=9.383 mol_weight_g_mol=117.19 spin_multiplicity=1
C 0.6996 -0.5736 -1.8742
C -0.2242 -0.4442 -0.6535
C -0.4223 -1.8299 -0.0333
C -1.5704 0.1116 -1.1262
C 0.6957 0.5995 0.4536
O 1.7053 -0.1392 1.0856
C -0.3809 1.0198 1.3755
N 0.3670 1.9150 2.5272
H 0.8612 0.3961 -2.3576
H 1.6764 -0.9876 -1.6058
H 0.2648 -1.2377 -2.6330
H -1.0925 -1.7988 0.8306
H -0.8679 -2.5275 -0.7551
H 0.5282 -2.2691 0.2861
H -2.3185 0.1119 -0.3272
H -1.4691 1.1329 -1.5076
H -1.9956 -0.5037 -1.9304
H 1.1114 1.4258 -0.1269
H 2.4086 -0.3205 0.4441
H -1.0883 1.7188 0.9346
H -0.8557 0.2124 1.9291
H 1.0692 1.3193 2.9737
H 0.8979 2.6687 2.0908

---

ii) 23
Properties=species:S:1:pos:R:3 method="wB97M-V/def2-TZVPD" smiles="C/C=C/CCCN.O" total_charge=0 e_homo_ha=-0.320 homo_lumo_gap_ev=9.292 mol_weight_g_mol=117.19 spin_multiplicity=1
C 1.3884 -2.8036 -0.4838
C 0.7538 -1.5157 0.0009
C 0.7064 -0.4486 -0.8595
C -0.1843 0.7355 -0.6887
C -0.3299 1.7514 0.4821
C 0.3452 1.4194 1.7566
N 1.7462 1.7263 1.4960
H 2.2779 -2.9040 -1.0696
H 1.5580 -3.5452 0.3749
H 0.6917 -3.5764 -1.0240
H 0.0814 -1.5357 0.9067
H 1.2110 -0.6127 -1.7804
H -1.1780 0.4294 -0.8700
H -0.0074 1.4403 -1.5974
H -1.4527 1.8329 0.4671
H -0.1901 2.7737 0.1066
H -0.0330 2.0638 2.6508
H 0.0468 0.4339 2.0443
H 1.9079 2.5769 0.9790
H 2.1490 0.9679 1.0429
O -3.5008 -0.7668 -1.4979
H -4.3458 -0.2625 -1.3930
H -3.0114 -0.8614 -0.5724

---

iii) 23
Properties=species:S:1:pos:R:3 method="wB97M-V/def2-TZVPD" smiles="C/C=C/C.CCON" total_charge=0 e_homo_ha=-0.298 homo_lumo_gap_ev=9.167 mol_weight_g_mol=117.19 spin_multiplicity=1
C 1.6790 -0.3909 2.1111
C 1.1249 -0.7706 0.7750
C 1.4828 -0.1713 -0.3864
C 1.2804 -0.7982 -1.7317
H 1.4249 0.6372 2.3709
H 2.7691 -0.4627 2.1029
H 1.3116 -1.0654 2.8873
H 0.6342 -1.7374 0.7505
H 2.2474 0.5979 -0.3459
H 1.0983 -0.0283 -2.4862
H 0.4114 -1.4561 -1.7105
H 2.1585 -1.3670 -2.0488
C -1.4098 1.5514 -1.2204
C -1.0120 1.3673 0.2180
O -1.2122 -0.3206 0.5989
N -2.4627 -0.9232 0.4469
H -2.3138 0.9986 -1.4691
H -1.6083 2.6075 -1.4234
H -0.6306 1.1961 -1.8935
H -1.7752 1.7272 0.9061
H -0.0666 1.8281 0.4893
H -2.4008 -1.6497 -0.2638
H -2.7305 -1.3699 1.3228

---

iv) 23
Properties=species:S:1:pos:R:3 method="wB97M-V/def2-TZVPD" smiles=CCCNCCCO total_charge=0 e_homo_ha=-0.316 homo_lumo_gap_ev=9.530 mol_weight_g_mol=117.19 spin_multiplicity=1
C 1.5163 0.3845 -3.3631
C 1.8061 0.2076 -1.8661
C 0.6999 -0.6091 -1.0300
N 1.0052 -0.3974 0.4548
C 0.0739 0.5091 1.1333
C -1.3064 -0.1542 1.3198
C -1.8051 0.2994 2.6807
O -3.2112 0.0765 2.9606
H 2.1748 0.9167 -4.0450
H 0.4846 0.8894 -3.4110
H 1.4381 -0.6529 -3.8698
H 2.1768 1.0011 -1.1678
H 2.8173 -0.3941 -1.7864
H -0.3640 -0.4267 -1.3421
H 0.8114 -1.7714 -1.1905
H 1.1933 -1.1826 0.9953
H 0.3964 0.7611 2.2592
H 0.0852 1.3609 0.5254
H -1.2918 -1.1608 1.3363
H -2.0507 0.0962 0.5441
H -1.3434 -0.3139 3.5047
H -1.7436 1.3491 2.6840
H -3.5632 -0.7885 2.6737

---

Name the most stable of them. i).

---

i) 23
Properties=species:S:1:pos:R:3 method="wB97M-V/def2-TZVPD" total_charge=0 e_homo_ha=-0.294 homo_lumo_gap_ev=8.914 mol_weight_g_mol=117.19 spin_multiplicity=1
C -1.8041 -0.3909 -0.2017
C -3.1834 0.0370 0.1965
C -0.7706 -0.1279 1.6031
N -1.2335 0.2693 -1.2327
H -1.6121 -1.4562 -0.2310
H -1.3098 1.2765 -1.2523
H -0.3260 -0.0802 -1.5254
H -3.2416 1.1192 0.3189
H -3.8869 -0.2628 -0.5848
H -3.4827 -0.4306 1.1309
H 0.1647 -0.2064 2.1678
H -1.4320 -0.7338 2.2235
H -1.0861 0.9113 1.6971
C 3.3327 -0.6875 -0.8533
C 2.0340 -0.0596 -0.4223
C 1.8898 1.2700 -0.2625
O 1.0703 -0.9540 -0.1847
H 0.2167 -0.5413 0.5686
H 3.1760 -1.2781 -1.7586
H 3.6841 -1.3700 -0.0767
H 4.1037 0.0584 -1.0414
H 2.7236 1.9406 -0.3997
H 0.9731 1.6970 0.1208

---

ii) 23
Properties=species:S:1:pos:R:3 method="wB97M-V/def2-TZVPD" smiles="CC/C=C/NCC.O" total_charge=0 e_homo_ha=-0.295 homo_lumo_gap_ev=8.939 mol_weight_g_mol=117.19 spin_multiplicity=1
C -2.3256 0.4441 -1.5419
C -0.8624 0.8649 -1.5202
C -0.0325 0.3827 -0.3360
C -0.7248 -0.1145 0.6930
N -0.1006 -0.4998 1.9027
C 1.2072 -1.2073 1.8077
C 1.3388 -2.2610 0.6906
H -2.4297 -0.6355 -1.4252
H -2.7079 0.6725 -2.5420
H -2.9430 0.9624 -0.8157
H -0.3389 0.4949 -2.4166
H -0.8768 1.9512 -1.6274
H 1.0057 0.6594 -0.2308
H -1.8006 -0.1791 0.7199
H -0.7464 -0.9728 2.5184
H 1.4891 -1.6464 2.7607
H 1.8130 -0.3211 1.6096
H 1.4166 -3.2494 1.1603
H 0.5200 -2.3209 -0.0332
H 2.3124 -2.0761 0.2320
O 1.7473 3.3855 -0.6724
H 0.9271 3.1688 -0.2144
H 2.1119 2.4977 -0.7191

---

iii) 23
Properties=species:S:1:pos:R:3 method="wB97M-V/def2-TZVPD" smiles="CCC(N)=O.CCC" total_charge=0 e_homo_ha=-0.361 homo_lumo_gap_ev=10.691 mol_weight_g_mol=117.19 spin_multiplicity=1
C -2.0784 -0.7043 1.4758
C -1.9924 0.8861 1.5813
C -0.5691 1.3759 1.4564
N 0.3413 0.9947 2.4520
O -0.1757 2.1432 0.5677
H -1.2703 -1.4115 1.6661
H -1.9741 -0.8384 0.3425
H -2.9858 -1.1577 1.7578
H -2.6421 1.4424 0.9918
H -2.4549 1.2017 2.4830
H 1.3445 1.2482 2.2702
H -0.0746 0.5425 3.2240
C 1.1749 -0.9786 -3.0084
C 0.8619 -0.7935 -1.5752
C 1.7818 0.1782 -0.8481
H 0.6582 -1.8258 -3.4298
H 1.1149 -0.0013 -3.7320
H 2.1091 -1.3716 -3.0549
H -0.1991 -0.3543 -1.5812
H 0.8450 -1.7166 -1.0783
H 2.5844 -0.4109 -0.3077
H 2.3441 0.6777 -1.5626
H 1.2565 0.8738 -0.0902

---

Name the most stable of them. ii).

---

i) 23
Properties=species:S:1:pos:R:3 method="wB97M-V/def2-TZVPD" smiles="CCC(N)=O.CCC" total_charge=0 e_homo_ha=-0.359 homo_lumo_gap_ev=10.488 mol_weight_g_mol=117.19 spin_multiplicity=1
C -1.1152 0.2126 -1.3212
C -1.9491 0.2964 0.0044
C -1.6035 -0.5153 1.2146
N -0.6897 0.0079 2.0067
O -2.2426 -1.4282 1.6099
H -1.0647 -0.8388 -1.7804
H -0.0327 0.5627 -1.0583
H -1.6841 0.7161 -2.0876
H -2.2715 1.4707 0.3690
H -3.0320 0.0026 -0.2289
H -0.7347 -0.4708 2.8996
H -0.1518 0.9078 1.8411
C 2.0827 -0.5213 -1.9425
C 2.1410 0.0062 -0.5838
C 2.6772 1.5629 -0.4801
H 1.7651 -1.5274 -1.9005
H 1.3516 0.0392 -2.5603
H 3.0398 -0.5144 -2.3997
H 2.8616 -0.5436 0.1072
H 1.1927 -0.1048 -0.1551
H 2.8873 1.7686 0.5400
H 1.6993 2.1092 -0.6660
H 3.5438 1.5442 -1.1938

---

ii) 23
Properties=species:S:1:pos:R:3 method="wB97M-V/def2-TZVPD" smiles=CCCNCCCO total_charge=0 e_homo_ha=-0.305 homo_lumo_gap_ev=9.204 mol_weight_g_mol=117.19 spin_multiplicity=1
C -0.7641 1.6725 -2.1965
C 0.4709 1.3395 -1.3379
C 1.2535 0.0626 -1.8464
N 0.8064 -1.1511 -1.1171
C 1.0524 -1.3465 0.3971
C -0.2086 -1.0726 1.3105
C -0.7554 0.2466 1.7541
O -1.5520 0.0214 2.9045
H -1.4088 2.4610 -1.8509
H -1.4494 0.7726 -2.2693
H -0.5107 2.0304 -3.1908
H 0.3058 1.3854 -0.3560
H 1.1115 2.2395 -1.5011
H 1.0876 0.0728 -2.8476
H 2.2891 0.2200 -1.5172
H -0.1417 -1.3826 -1.4513
H 1.0812 -2.3968 0.4983
H 1.9473 -0.9520 0.8486
H -0.0662 -1.5630 2.2654
H -1.0796 -1.7056 0.8844
H -0.0905 1.0759 1.8552
H -1.6258 0.5736 1.1142
H -0.9705 -0.3568 3.6170

---

Name the most stable of them. i).